No. 1
Molecular formula: C26H76N2O20
Method: DFT, ωB97M-V with the def2-TZVPD basis set

Structure (XYZ):
```
124
C26H76N2O20, DFT ωB97M-V with the def2-TZVPD basis set
C 5.08247 -32.13302 10.88871
O 4.06583 -33.15200 10.67242
C 3.02988 -32.85996 9.73627
C 2.15298 -34.06552 9.27777
C 2.90728 -35.16850 8.61540
N 1.26887 -33.67025 8.14292
H 5.50055 -31.79695 9.93984
H 5.92011 -32.56084 11.43955
H 4.82883 -31.23009 11.44413
H 2.48852 -31.96440 10.04122
H 3.46574 -32.39744 8.85071
H 1.62994 -34.56287 10.09458
H 2.43787 -36.14815 8.52564
H 3.80363 -35.18824 9.23529
H 3.20184 -34.81165 7.62849
H 0.75997 -32.83731 8.40240
H 0.49888 -34.28989 7.93493
C -2.73327 -35.16617 12.99169
O -2.02795 -33.88413 12.89601
C -1.76737 -33.51700 11.58576
C -0.75438 -32.18842 11.42007
C -1.27287 -31.07595 12.24624
N -0.57420 -31.67926 9.98432
H -2.03672 -35.94965 12.69323
H -3.69400 -35.13845 12.47755
H -2.94425 -35.32706 14.04890
H -1.45968 -34.29540 10.88753
H -2.74049 -33.19530 11.21475
H 0.23947 -32.50724 11.73428
H -2.27131 -30.75839 11.94562
H -0.65835 -30.17705 12.19683
H -1.35919 -31.30197 13.30905
H -1.43877 -31.53591 9.48225
H -0.03822 -30.83945 10.15028
O -0.78233 -35.29288 17.58370
C -2.11124 -35.07796 17.23053
C -2.82745 -34.45421 18.45431
O -2.65972 -33.06830 18.46386
H -0.45512 -34.39041 17.57459
H -2.03303 -34.40652 16.37546
H -2.54960 -35.99549 16.83801
H -2.52275 -34.82561 19.43274
H -3.91290 -34.48091 18.35843
H -3.37913 -32.72154 18.99659
O 3.59436 -28.94181 13.36275
C 2.41946 -28.73152 12.58903
C 2.51558 -27.33507 11.90754
O 1.35939 -26.98161 11.09800
H 3.71061 -29.76225 13.84749
H 2.51909 -29.49195 11.81449
H 1.53661 -29.02256 13.15821
H 3.41222 -27.35168 11.28798
H 2.61971 -26.54775 12.65412
H 1.26910 -27.72510 10.49743
O -1.51673 -30.61104 17.96642
C -0.85892 -30.10793 16.84642
C -1.67656 -29.38766 15.77942
O -2.44719 -28.36559 16.27116
H -2.07362 -31.39059 17.90506
H -0.06456 -29.41116 17.11403
H -0.33329 -30.96757 16.43068
H -2.37889 -30.07193 15.30338
H -0.93790 -29.00918 15.07286
H -3.02083 -28.70320 16.96294
O -4.26348 -32.61310 14.56955
C -4.41708 -31.53404 13.68688
C -5.91901 -31.22139 13.73068
O -6.71614 -32.26422 13.18620
H -3.73986 -33.33933 14.22311
H -3.78863 -30.72483 14.05880
H -4.20671 -31.81180 12.65407
H -6.14866 -30.31209 13.17523
H -6.28328 -31.17025 14.75674
H -6.75407 -32.95993 13.84661
O 0.17261 -28.29525 9.17127
C 1.07425 -27.84876 8.20156
C 0.58636 -28.18610 6.75433
O -0.32299 -27.21600 6.26807
H -0.70337 -27.98045 8.93639
H 1.05382 -26.76199 8.28290
H 2.08256 -28.20187 8.41770
H 0.05054 -29.13524 6.74258
H 1.38904 -28.12880 6.01914
H -0.79541 -27.61748 5.53511
O -0.69350 -35.73877 8.87834
C -1.57974 -36.74173 8.55302
C -1.63635 -37.90547 9.66045
O -0.34341 -37.98063 10.20619
H -0.04148 -36.14919 9.45108
H -2.59417 -36.34321 8.56720
H -1.38632 -37.05326 7.52655
H -1.88444 -38.88973 9.26325
H -2.40042 -37.84351 10.43534
H -0.38862 -38.59137 10.94549
O -3.85942 -31.47264 9.21984
C -3.70617 -32.81317 8.83772
C -4.77599 -33.69693 9.49012
O -6.05496 -33.18629 9.19385
H -4.62371 -31.06559 8.80539
H -3.71702 -32.87394 7.74947
H -2.76962 -33.23815 9.19879
H -4.78823 -33.73815 10.57928
H -4.87961 -34.67554 9.02142
H -6.15834 -32.35573 9.66406
O 0.40648 -33.53602 14.26224
C 1.27698 -34.63942 14.14354
C 2.74856 -34.32750 14.64689
O 3.48934 -33.37340 13.88470
H -0.37337 -33.68224 13.72181
H 0.76914 -35.46641 14.63983
H 1.43553 -34.84073 13.08409
H 3.34912 -35.23584 14.59852
H 2.71467 -33.98356 15.68065
H 3.84328 -33.78866 13.09483
O -2.92067 -40.21645 14.20626
C -3.77782 -39.29372 14.78147
C -4.52916 -38.49984 13.71091
O -5.23386 -37.42823 14.35594
H -2.56792 -40.67798 14.97056
H -4.56077 -39.65226 15.44970
H -3.24182 -38.51540 15.32462
H -5.14564 -39.14541 13.08538
H -3.85765 -37.92445 13.07365
H -5.66572 -37.71776 15.16296
```

Properties
Orbital gap: 8.66 eV
Energy above the lowest of the compared OMol25 structures with the same formula, charge and spin: 118.87 kcal/mol
DFT total energy: -72115.1782 eV
M: 736.9 g mol⁻¹
E_HOMO: -0.3157 hartree
Charge: 0


No. 2
Molecular formula: C26H78N6O11
Method: DFT, ωB97M-V with the def2-TZVPD basis set

Structure (XYZ):
```
121
C26H78N6O11, DFT ωB97M-V with the def2-TZVPD basis set
C 6.24479 0.52324 -2.80041
O 5.34035 -0.63731 -2.58952
C 5.05824 -0.95374 -1.28178
C 3.76866 -1.72324 -1.32262
C 2.55365 -0.88764 -1.90523
N 3.41225 -1.98437 0.05789
H 5.97064 1.50940 -2.42566
H 6.29897 0.85375 -3.83768
H 7.27874 0.30702 -2.53153
H 5.89888 -1.43662 -0.78353
H 4.93728 -0.10662 -0.60660
H 3.87708 -2.61193 -1.94437
H 1.65405 -1.47841 -2.07792
H 2.70023 -0.41804 -2.87790
H 2.24552 -0.00836 -1.33952
H 4.09883 -2.60992 0.45461
H 2.54397 -2.49376 -0.02395
C -2.02342 1.36558 6.38016
O -2.69946 1.65476 5.14987
C -3.08075 0.46543 4.47603
C -3.82445 0.79640 3.14789
C -5.30591 1.07990 3.21384
N -3.63683 -0.35102 2.27987
H -2.57385 0.70420 7.04926
H -1.85502 2.22430 7.03003
H -1.09925 0.84088 6.13788
H -2.21848 -0.16436 4.25708
H -3.78447 -0.16152 5.02360
H -3.28870 1.63171 2.69697
H -5.79331 0.30598 3.80679
H -5.61021 1.05281 2.16753
H -5.50054 1.99622 3.77115
H -4.08036 -0.10380 1.40679
H -2.67421 -0.58293 2.08066
C -0.41128 -2.26418 4.22510
O -0.14381 -1.69923 5.53496
C -0.85819 -2.35957 6.57098
C -0.32372 -3.79405 6.80491
C -1.23479 -4.70272 7.65674
N 0.98388 -3.70484 7.42963
H -0.09088 -3.30066 4.11948
H 0.15295 -1.73475 3.45734
H -1.44269 -2.16535 3.88671
H -0.77260 -1.77794 7.48885
H -1.94127 -2.36617 6.44848
H -0.22558 -4.35734 5.87691
H -2.09071 -5.03762 7.07078
H -1.49753 -4.00356 8.45062
H -0.76971 -5.62360 8.00854
H 1.48140 -4.53876 7.70736
H 1.04716 -3.09332 8.23097
C -2.13802 4.21838 -1.70802
O -2.58234 4.22759 -3.08731
C -3.25800 5.44192 -3.55996
C -3.49855 5.33796 -5.11841
C -2.16508 5.06959 -5.84337
N -4.26651 6.37421 -5.84142
H -2.91701 4.18175 -0.94649
H -1.44698 5.04607 -1.54835
H -1.43004 3.40863 -1.53148
H -4.16467 5.67767 -3.00277
H -2.72762 6.36674 -3.33302
H -4.00676 4.38783 -5.28300
H -2.34542 4.89515 -6.90410
H -1.71251 4.14303 -5.49015
H -1.43884 5.87528 -5.73599
H -4.14402 6.22313 -6.83251
H -3.90908 7.29410 -5.62659
C 3.88994 3.35443 -1.61156
O 2.47772 3.18414 -1.48767
C 1.57338 4.29811 -1.64065
C 1.57456 4.74149 -3.11698
C 0.74736 5.98058 -3.41419
N 1.11061 3.68692 -3.99248
H 4.14917 3.60363 -2.64054
H 4.39939 2.45497 -1.26581
H 4.18820 4.11401 -0.88894
H 0.61348 4.01328 -1.20987
H 2.03827 5.13885 -1.12575
H 2.61281 5.03282 -3.27594
H 0.93127 6.27558 -4.44726
H 1.05702 6.82315 -2.79590
H -0.30477 5.77952 -3.21241
H 0.10381 3.76672 -3.98335
H 1.44741 2.80486 -3.63383
C 0.39496 -3.87793 0.83210
O 0.61085 -4.98012 -0.03162
C 1.88078 -5.45104 0.07231
C 2.06331 -6.63973 -0.94873
C 1.06624 -7.74671 -0.75439
N 3.35502 -7.21514 -0.88291
H -0.66249 -3.61386 0.84480
H 0.99902 -3.02849 0.51324
H 0.74476 -4.08910 1.84262
H 2.59889 -4.64345 -0.06986
H 1.95152 -5.82813 1.09256
H 1.99326 -6.31809 -1.98783
H 0.93933 -8.25065 0.20376
H 1.20498 -8.48139 -1.54755
H 0.14054 -7.22183 -0.99036
H 4.00776 -6.44441 -0.87998
H 3.56030 -7.65957 -1.76634
O -0.92482 0.21160 -1.79725
C -0.49189 0.83063 -0.58879
C -0.11589 -0.23563 0.49129
O -1.19216 -1.05593 0.93227
H -1.21008 -0.67797 -1.57615
H 0.35122 1.46740 -0.85675
H -1.31874 1.43944 -0.22305
H 0.34756 0.11618 1.41300
H 0.63049 -0.90670 0.06623
H -1.45454 -1.54822 0.15098
O -1.56262 -2.30104 -1.62392
H -1.65672 -3.21519 -1.35612
H -1.98402 -2.25783 -2.48228
O -2.49515 1.55309 -4.14447
H -2.70182 2.43791 -3.84347
H -1.95221 1.18342 -3.44820
O 0.19223 -0.32070 -4.50931
H 0.29042 -0.19879 -3.56500
H -0.75407 -0.32895 -4.65312
```

Properties
Orbital gap: 8.92 eV
DFT total energy: -59683.8094 eV
M: 650.9 g mol⁻¹
E_HOMO: -0.3243 hartree
Charge: 0